The following is a quantum chemistry calculation of a structure of composition C38H39F5MnN4OS4Si, from the OMol25 dataset.

Properties
HOMO level (alpha / beta), eV: -6.75 / -7.71
Calculated total energy, eV: -144177.3535
Strongest force on any atom, eV/A: 0.2
⟨S²⟩: 8.86
2S+1: 6

Each line ends with the Mulliken charge.
CARTESIAN COORDINATES (ANGSTROEM)
Mn  -0.73746  -0.04457  0.56459  0.05
S  1.40936  0.18097  1.47369  0.11
C  1.22948  1.33761  2.74763  -0.30
N  2.34206  1.77508  3.39592  0.27
C  2.21913  2.86981  4.34077  -0.91
C  0.96583  2.69065  5.16375  -0.73
N  -0.17439  2.54788  4.27595  0.31
C  -1.38813  3.25593  4.65351  -1.64
C  -1.26108  4.74170  4.40413  0.59
C  -0.90104  5.20344  3.13938  0.07
C  -0.77538  6.56181  2.89965  -0.77
C  -1.00754  7.47633  3.92074  -0.39
C  -1.36530  7.02380  5.18028  -0.62
C  -1.48834  5.66018  5.41960  -0.33
C  -0.04282  1.83684  3.12681  0.05
S  -1.44460  1.51649  2.16403  -0.09
C  3.63438  1.09795  3.33790  -1.46
C  3.87123  0.28447  4.58900  0.52
C  3.04190  -0.80164  4.86627  -0.12
C  3.21826  -1.53420  6.02799  -0.77
C  4.22451  -1.19103  6.92481  -0.40
C  5.05338  -0.11490  6.65310  -0.67
C  4.87416  0.62133  5.48734  -0.28
H  2.17631  3.82648  3.80753  0.32
H  3.09526  2.86886  4.98800  0.49
H  0.80371  3.56590  5.79320  0.46
H  1.06110  1.80707  5.80476  0.32
H  -1.58133  3.06844  5.71223  0.46
H  -2.22002  2.83810  4.08994  0.46
H  -0.72914  4.48857  2.34197  0.48
H  -0.50129  6.91175  1.91243  0.43
H  -0.90989  8.53735  3.73200  0.38
H  -1.54618  7.72978  5.98031  0.39
H  -1.76696  5.30793  6.40649  0.38
H  4.41528  1.85361  3.22310  0.44
H  3.65373  0.46240  2.45550  0.59
H  2.26291  -1.07219  4.16160  0.50
H  2.57447  -2.37956  6.23315  0.41
H  4.36165  -1.76630  7.83106  0.38
H  5.83993  0.15454  7.34598  0.38
H  5.52584  1.46149  5.27291  0.39
F  -4.58902  -5.41757  0.58562  -0.35
C  -3.53233  -4.64152  0.33294  0.62
C  -2.90789  -3.95765  1.36135  -0.02
F  -3.36946  -4.07030  2.61041  -0.36
C  -1.82366  -3.15281  1.08171  0.42
F  -1.26567  -2.48166  2.10169  -0.36
C  -1.32168  -2.98627  -0.20518  0.37
S  0.06177  -1.95341  -0.54200  -0.43
C  -1.97758  -3.68025  -1.21333  0.01
F  -1.57630  -3.55858  -2.48382  -0.40
C  -3.06463  -4.49897  -0.95866  0.36
F  -3.67361  -5.14530  -1.95825  -0.33
C  -4.10256  0.00994  -2.13735  -0.86
Si  -3.99905  0.00172  -0.26368  0.31
C  -4.48698  1.70153  0.36720  -1.04
C  -5.18410  -1.27736  0.41336  -1.06
O  -2.49398  -0.37341  0.20943  -0.07
H  -5.13920  0.02016  -2.48356  0.48
H  -3.61800  -0.87929  -2.54947  0.29
H  -3.60174  0.88745  -2.55519  0.07
H  -5.43659  2.02861  -0.06468  0.44
H  -3.72662  2.44269  0.10459  0.20
H  -4.59019  1.70571  1.45462  0.25
H  -6.22317  -0.99941  0.21840  0.42
H  -5.05980  -1.38608  1.49340  0.28
H  -5.00880  -2.25397  -0.04406  0.15
S  2.75419  0.11998  -2.05685  -0.28
C  2.65707  1.75919  -1.81292  -0.12
N  2.17804  2.57949  -2.80596  0.04
C  2.06830  3.92988  -2.72568  -0.45
C  2.43169  4.58337  -1.59783  -0.72
C  2.92042  3.80528  -0.51604  0.00
C  3.02884  2.45429  -0.61616  -0.50
H  1.89042  2.10127  -3.64889  0.31
H  1.67921  4.42267  -3.60512  0.44
H  2.34897  5.65752  -1.53828  0.45
H  3.21518  4.29728  0.40301  0.42
H  3.39593  1.85027  0.19878  0.46
C  -1.61884  3.79721  -4.65444  -1.63
C  -1.23651  2.95671  -3.47064  1.16
C  -0.95962  1.60162  -3.60005  -1.12
C  -0.66896  0.84565  -2.47657  -0.94
N  -0.62671  1.36998  -1.24992  1.97
C  -0.86144  2.67734  -1.12109  -0.68
C  -1.17017  3.49754  -2.19043  -0.84
H  -1.22902  3.37896  -5.58168  0.41
H  -1.25712  4.82025  -4.54924  0.40
H  -2.70600  3.84302  -4.74448  0.33
H  -0.99319  1.11808  -4.56857  0.39
H  -0.47380  -0.21748  -2.54498  0.31
H  -0.81840  3.06638  -0.11006  0.24
H  -1.36542  4.54884  -2.01981  0.38

Cartesian forces, eV/Å:
0.01 0.02 -0.07
-0.14 -0.09 0.07
0.05 0.02 -0.06
0.02 0.03 -0.02
0.00 0.00 -0.01
-0.01 -0.01 0.01
0.02 0.02 -0.01
-0.01 -0.01 0.00
0.00 0.00 0.00
0.00 0.01 0.00
0.00 0.00 0.01
0.00 -0.01 0.00
0.00 0.00 0.00
0.00 0.00 0.00
-0.03 0.00 -0.01
0.07 0.07 0.09
0.00 -0.01 0.02
-0.01 0.00 -0.01
0.01 0.02 0.01
0.01 0.00 0.00
-0.01 0.00 -0.01
0.00 0.00 -0.01
0.00 -0.01 0.00
0.01 0.00 0.00
-0.01 0.00 0.01
0.00 0.00 0.00
0.00 0.00 0.00
0.00 0.00 0.01
0.00 0.01 0.01
0.00 0.00 0.00
0.00 0.00 0.00
0.00 0.00 0.00
0.00 0.00 0.00
0.00 0.00 0.00
0.01 0.01 0.01
0.00 0.01 -0.01
0.00 0.00 0.00
0.00 0.00 0.00
0.00 0.00 0.00
0.00 0.00 0.00
0.00 0.00 0.00
0.03 0.01 -0.01
-0.03 -0.02 0.04
-0.01 -0.01 0.00
0.00 0.00 -0.01
0.05 0.04 0.01
-0.03 -0.02 -0.04
0.00 -0.02 0.01
0.02 -0.06 0.02
0.02 0.04 -0.01
-0.02 -0.01 0.01
-0.01 -0.02 -0.06
0.01 0.00 0.01
0.02 0.01 0.01
-0.07 0.03 -0.04
0.00 -0.01 -0.01
-0.01 0.01 -0.01
0.03 -0.09 0.07
0.00 0.01 0.01
-0.01 -0.01 -0.01
0.00 0.00 0.00
-0.01 -0.01 0.00
-0.01 0.00 -0.01
0.01 0.00 0.00
0.00 0.00 0.00
0.00 0.00 0.00
0.00 0.00 -0.01
0.01 0.04 -0.01
0.00 -0.02 0.00
0.02 0.05 0.01
-0.02 -0.04 -0.03
0.00 0.03 0.01
0.00 -0.04 0.01
0.00 0.02 0.00
0.01 -0.01 0.01
0.00 0.00 0.00
0.00 0.00 0.01
0.00 0.01 0.00
0.01 0.00 0.00
0.00 0.00 0.00
0.00 0.01 0.00
0.00 0.00 -0.02
0.01 -0.02 0.01
-0.03 0.05 0.00
0.00 0.00 0.01
0.00 -0.02 0.00
0.00 0.00 0.00
0.00 0.00 0.00
0.00 0.00 0.00
0.00 0.00 0.00
0.00 0.00 0.00
-0.01 0.00 -0.01
0.00 0.00 0.00

The following is a quantum chemistry calculation of a structure of composition C4H7BO2, from the OMol25 dataset.

Properties
HOMO level (alpha / beta), eV: -8.25 / -7.82
Calculated total energy, eV: -9029.4844
Strongest force on any atom, eV/A: 9.0

Each line ends with the Mulliken charge.
CARTESIAN COORDINATES (ANGSTROEM)
B  -0.33143  0.88116  -0.82168  0.62
C  2.02111  -0.18845  1.24026  -0.85
C  -1.61408  -1.51371  -0.03861  -0.89
C  0.89932  -0.88155  0.94615  -0.06
C  0.01632  -0.34913  0.04816  0.30
O  0.37670  2.04846  -0.75682  -0.54
O  -1.58623  0.73605  -1.48482  -0.58
H  2.75904  -0.72297  1.82887  0.27
H  2.46629  0.73557  0.83397  0.26
H  -1.53582  -2.30178  0.55453  0.41
H  -2.39852  -0.90145  -0.58759  0.28
H  0.83756  -1.89392  1.37814  0.23
H  0.12411  2.85431  -1.35152  0.29
H  -2.03437  1.49741  -1.78904  0.26

Cartesian forces, eV/Å:
-1.77 0.13 0.04
2.34 -0.23 0.53
3.21 7.74 -3.17
1.25 0.40 -0.11
-6.11 -3.68 -0.95
-0.21 2.19 -1.67
1.99 -0.63 0.63
0.01 0.10 0.35
-1.17 -0.34 -0.02
-0.13 -3.41 2.39
0.96 -1.74 1.13
-0.48 0.65 -0.24
0.46 -2.55 1.63
-0.35 1.36 -0.55

The following is a quantum chemistry calculation of a structure of composition C2BrI3O, from the OMol25 dataset.

Properties
HOMO level (alpha / beta), eV: -8.43 / -8.43
Calculated total energy, eV: -98462.1804
Strongest force on any atom, eV/A: 3.1

Each line ends with the Mulliken charge.
CARTESIAN COORDINATES (ANGSTROEM)
C  0.25427  1.34112  -0.70149  0.54
C  0.05550  -0.88639  0.34835  -0.74
O  0.74126  1.49353  -1.73991  -0.30
Br  -0.67657  2.30444  0.53483  0.00
I  -1.56582  -1.51296  -0.90164  0.15
I  1.77215  -2.26185  0.16430  0.12
I  -0.58080  -0.47790  2.29556  0.22

Cartesian forces, eV/Å:
0.73 -2.98 0.29
0.52 0.90 -1.36
-0.25 0.18 0.39
-0.55 1.55 0.08
0.24 -0.02 0.16
-0.96 1.01 0.15
0.28 -0.64 0.29

Summary of energy above the lowest of the compared OMol25 structures with the same formula, charge and spin in kcal per mole
0.0; 111.3; 66.2
(order as listed above)